# 1
Below is a single C6H14N2 molecule at a distorted geometry, with properties calculated with ωB97M-V/def2-TZVPD.

Structure (ORCA input):
```
! wB97M-V def2-TZVPD RIJCOSX def2/J DEFGRID3
* xyz 0 1
N 1.8271 -1.7092 -0.7603
N -1.5402 1.0990 0.0914
C -0.1630 2.7745 -1.2059
C -0.7638 -1.1459 0.4458
C -1.0472 2.4495 0.0099
C 0.0736 -2.2069 1.0700
C -0.7717 0.1407 0.7664
C 1.5477 -2.2692 0.5251
H -0.5185 2.8290 0.8800
H 2.1727 -1.7241 1.2346
H 0.7300 2.1434 -1.2374
H -0.1028 3.8562 -1.2717
H -0.3021 -3.2059 0.8970
H -0.2185 0.6007 1.5649
H 1.9172 -3.2877 0.5692
H -0.6731 2.3914 -2.1036
H -1.9420 0.7433 -0.7611
H 0.1019 -2.1979 2.1409
H 1.6283 -0.7278 -0.8625
H 1.3636 -2.1840 -1.5226
H -1.3745 -1.4480 -0.4037
H -1.9447 3.0788 -0.0663
*
```

Computed properties:
E_LUMO, eV: 1.053
Orbital gap, Eh: 0.3246
Highest occupied orbital energy, eV: -7.78
SMILES: CCN/C=C/CCN

Atom charges from the Mulliken analysis, given in e for atoms 1 to 2:
1. N -0.580
2. N -0.276


# 2
Below is a 2-piece molecular cluster, C9H22N4 overall at a distorted geometry, with properties calculated with ωB97M-V/def2-TZVPD.

Structure (ORCA input):
```
! wB97M-V def2-TZVPD RIJCOSX def2/J DEFGRID3
* xyz 2 1
N 1.8555 0.4822 0.6098
N -3.7747 0.8879 -0.8400
N -5.4468 -0.7702 -1.2012
N -0.8368 1.9200 -1.7378
C 3.5627 -1.0903 -0.1662
C -4.1050 -0.6319 -1.2809
C 2.8025 -0.6553 1.0636
C 3.5821 0.0107 2.2085
C 0.3078 0.4696 2.5214
C -1.3014 1.3971 -0.6294
C 0.7719 0.9076 1.4142
C 2.5266 -1.4234 -1.3626
C -2.3765 0.8160 -0.1544
H 3.0034 0.4601 2.9764
H -4.3952 1.0836 -0.0261
H -0.5370 1.0150 2.8913
H 4.3088 -0.3432 -0.3909
H -6.1789 -0.7142 -1.8381
H 0.7268 -0.3961 3.0003
H -5.9989 -1.1651 -0.4022
H -0.6232 2.8932 -1.9324
H 1.7296 -0.5994 -1.6418
H -3.5033 -1.1829 -0.5679
H 3.2690 -1.5677 -2.1525
H 2.1292 -1.3486 1.5254
H -3.8526 1.6466 -1.5628
H -2.4270 0.3377 0.8273
H -0.3577 1.1694 -2.3485
H 1.5584 0.1358 -0.2703
H 4.3294 0.7182 1.7220
H -3.6759 -0.6821 -2.3165
H 4.3365 -0.7041 2.6569
H 1.9649 -2.3201 -1.0010
H 2.4789 1.2824 0.5113
H 4.1469 -2.0386 -0.1047
*
```

Computed properties:
E_LUMO (spin up / spin down), eV: -7.370 / -6.615
Orbital gap (spin up / spin down), Eh: 0.2636 / 0.3512
Highest occupied orbital energy (spin up / spin down), eV: -14.54 / -16.17

Atom charges from the Mulliken analysis, given in e for atoms 1 to 2:
1. N 0.318
2. N -0.220


# 3
Below is a 2-piece molecular cluster, C9H10Si overall at a distorted geometry, with properties calculated with ωB97M-V/def2-TZVPD.

Structure (ORCA input):
```
! wB97M-V def2-TZVPD RIJCOSX def2/J DEFGRID3
* xyz 0 1
Si -1.4900 -0.3675 0.3972
C 2.6179 -1.5498 0.3702
C 1.8017 -1.9296 -0.7039
C 0.9448 -2.2299 -1.4397
C -2.0488 1.3948 0.0555
C -2.4669 -1.9558 -2.0120
C -2.0517 2.5814 -0.1734
C -0.5251 -0.9407 1.7371
C -1.9609 4.0139 -0.0861
C -2.1219 -1.5325 -0.9310
H -2.5103 4.6956 -0.7968
H -0.6185 -1.9685 2.0799
H 3.3565 -2.2721 0.7221
H 1.9533 -1.3939 1.1984
H 0.2547 -0.4499 2.2726
H -1.9458 4.2449 0.9329
H -2.7228 -2.2851 -3.0006
H 0.3688 -2.5893 -2.0576
H -0.9209 4.3470 -0.4806
H 3.2131 -0.6511 0.4237
*
```

Computed properties:
E_LUMO, eV: -0.007
Orbital gap, Eh: 0.2929
Highest occupied orbital energy, eV: -7.98
SMILES: C#C[Si](=C)C#CC.C#CC

Atom charges from the Mulliken analysis, given in e for atoms 1 to 2:
1. Si 0.229
2. C -1.222


# 4
Below is a 2-piece molecular cluster, C5H15N2S overall at a distorted geometry, with properties calculated with ωB97M-V/def2-TZVPD.

Structure (ORCA input):
```
! wB97M-V def2-TZVPD RIJCOSX def2/J DEFGRID3
* xyz 1 1
S -0.9866 -0.0529 2.3519
N -0.2121 -1.6301 -0.4647
N -0.1293 -1.4621 -4.1611
C 0.6784 1.6775 0.7986
C 0.3115 1.2500 2.2091
C -0.1929 -1.7910 -2.8434
C -0.2798 -0.9596 -1.7914
C 1.5986 2.9025 0.8358
H 1.1930 0.9486 2.7696
H 1.1684 0.8804 0.2274
H -0.2662 -0.9073 3.1138
H -0.2599 1.8581 0.2575
H -0.6185 -2.5664 -0.4447
H -0.2915 0.1130 -1.7519
H -0.1337 2.1241 2.6845
H -0.6384 -1.0674 0.3150
H -0.1667 -2.8540 -2.6237
H 1.8309 3.2997 -0.1457
H 2.5033 2.6137 1.3724
H 0.7637 -1.7727 -0.1884
H -0.4146 -0.5180 -4.3501
H 1.1259 3.6627 1.4607
H -0.3961 -2.1329 -4.8587
*
```

Computed properties:
E_LUMO, eV: -3.025
Orbital gap, Eh: 0.3621
Highest occupied orbital energy, eV: -12.88

Atom charges from the Mulliken analysis, given in e for atoms 1 to 2:
1. S -0.339
2. N -0.145


# 5
Below is a 6-piece molecular cluster, C29H46O22S overall at a distorted geometry, with properties calculated with ωB97M-V/def2-TZVPD.

Structure (ORCA input):
```
! wB97M-V def2-TZVPD RIJCOSX def2/J DEFGRID3
* xyz 0 1
S -0.5495 0.4545 -2.0030
O 0.5723 -0.6555 -2.2692
O -5.8756 0.7380 2.2025
O 3.3767 1.2850 -0.7648
O -4.6316 1.9778 3.6068
O 5.6711 -1.2755 -6.6469
O 7.5769 -2.1767 -3.4964
O -5.1146 1.7451 -1.3028
O -7.2743 1.1789 -1.0112
O -1.8146 -0.2033 -2.2081
O -6.5499 1.9705 -2.9982
O 3.7711 -2.1604 -5.8170
O 2.0687 -0.0954 2.5075
O 0.8224 1.3118 3.6941
O 5.1774 2.2123 0.1791
O 6.5512 -0.1962 -3.5308
O -0.1382 -0.3203 2.5491
O 3.2165 3.3375 0.1362
O 0.1120 -3.5286 2.9120
O 5.8880 -1.7847 -2.0628
O -6.7859 2.5196 3.1966
O 3.9676 0.0571 -6.0186
O -0.3356 1.5820 -2.8196
C 3.8667 2.3746 -0.1239
C 4.4829 0.4328 -1.1010
C -1.1235 -4.2241 3.0080
C -5.6680 1.7676 3.0593
C 0.2105 2.8744 1.1011
C -7.7248 2.0887 2.2020
C -2.3314 -0.0561 3.6749
C 1.0099 -3.8862 3.9367
C -1.2348 0.5634 2.8149
C 1.2058 -2.7844 4.9746
C -0.7861 2.2745 0.0698
C 2.6506 -1.5914 -5.1328
C -7.2755 0.6767 1.9157
C -0.4700 1.7693 3.3588
C -5.3398 2.6196 -3.4096
C -2.2396 -1.6032 3.7359
C 6.6043 -1.4201 -2.9462
C 2.5965 -0.1908 -5.6893
C 1.0290 0.2293 2.8643
C 8.0622 -1.4978 -4.6638
C -0.3936 3.0348 2.5069
C 7.7029 -0.0615 -4.3732
C -2.6082 -2.1792 2.3649
C 5.5211 0.8439 -0.0863
C 4.5729 -1.1403 -6.2043
C -0.4317 0.8165 -0.2625
C -4.3211 2.0377 -2.4609
C -6.3965 1.5897 -1.7041
C -2.1491 -3.6292 2.0701
H 1.9978 -4.1333 3.5454
H -1.3631 3.5284 2.4288
H 1.1419 2.3189 1.1197
H 0.2598 3.7166 3.0503
H -8.7419 2.1407 2.5825
H -7.7397 -0.0540 2.5815
H 7.5452 -1.8890 -5.5374
H -3.0054 -1.8967 4.4510
H 6.5365 0.7672 -0.4669
H -2.9806 -4.3278 2.0009
H -2.3039 -1.5285 1.5483
H 8.4826 0.4643 -3.8179
H -1.7928 2.3776 0.4667
H 7.4626 0.5044 -5.2699
H 2.8494 -1.6070 -4.0594
H 2.2307 0.5371 -4.9687
H 0.5751 0.5990 0.0822
H 1.9962 -0.1222 -6.5985
H 4.7885 0.6430 -2.1226
H -0.9096 -5.2587 2.7110
H 0.6657 -4.7794 4.4680
H 9.1325 -1.6500 -4.7841
H -7.4469 0.3785 0.8835
H -1.6943 -3.6414 1.0778
H -1.0655 0.0830 0.2213
H 0.2793 -2.5645 5.5046
H -3.5277 2.7400 -2.2153
H -2.2380 0.2711 4.7107
H 1.5835 -1.8733 4.5218
H 4.2077 -0.6100 -1.0215
H 0.4909 3.8550 0.7273
H -1.2353 -1.8280 4.0677
H -0.7258 2.8761 -0.8334
H -5.4606 3.6982 -3.2895
H 1.9223 -3.1328 5.7192
H 5.4459 0.2767 0.8428
H -7.6368 2.7396 1.3305
H 0.0974 -1.4975 -2.3720
H -5.1175 2.4038 -4.4516
H -1.4804 -4.2673 4.0430
H -1.0494 2.1002 4.2265
H -3.6986 -2.1809 2.3178
H -3.2883 0.2499 3.2559
H -1.7873 0.9185 1.9457
H 1.7467 -2.1612 -5.3348
H -3.8726 1.1129 -2.8233
*
```

Computed properties:
E_LUMO, eV: 0.213
Orbital gap, Eh: 0.3535
Highest occupied orbital energy, eV: -9.41
SMILES: CCOCCCCC[C@@H]1OC(=O)O[C@H]1CCCCS(=O)(=O)O.O=C1OCCO1.O=C1OCCO1.O=C1OCCO1.O=C1OCCO1.O=C1OCCO1

Atom charges from the Mulliken analysis, given in e for atoms 1 to 2:
1. S 1.558
2. O -0.377


# 6
Below is a single C4H7NO molecule at a distorted geometry, with properties calculated with ωB97M-V/def2-TZVPD.

Structure (ORCA input):
```
! wB97M-V def2-TZVPD RIJCOSX def2/J DEFGRID3
* xyz 0 1
O 0.9977 -0.0760 -0.9258
N 0.3934 1.9610 0.0376
C 1.2871 1.1480 -0.2720
C -1.0132 0.5486 -0.7843
C -0.1574 -0.9942 1.0895
C -0.2353 -0.6442 -0.3906
H -1.0591 -1.5229 1.4217
H -0.4200 -1.5656 -0.9772
H 0.7032 -1.6438 1.2805
H -0.0505 -0.0808 1.6782
H -1.5970 1.1507 -0.1401
H -1.2249 0.5586 -1.8654
H 2.3759 1.1607 -0.1521
*
```

Computed properties:
E_LUMO, eV: 0.305
Orbital gap, Eh: 0.3494
Highest occupied orbital energy, eV: -9.20

Atom charges from the Mulliken analysis, given in e for atoms 1 to 2:
1. O -0.441
2. N -0.542